Here is an isolated ion of composition C2H11BN3O and charge +1 in a non-equilibrium geometry from OMol25. Energies are from wB97M-V/def2-TZVPD.

HOMO-LUMO gap: 11.22 eV
Highest occupied orbital energy: -14.124 eV
Structure (SMILES): NC[C@H]([NH3+])B(N)O
Maximum force: 3.1 eV Å⁻¹
LUMO level: -2.9077 eV
Relative energy (zero: lowest compared OMol25 entry of this formula, charge and spin): 0.000 eV
Molar mass: 103.9 Da
Total charge: +1

The geometry in XYZ format:
```
18
Properties=species:S:1:pos:R:3:forces:R:3
N 0.2291 -1.2442 -1.7420 -0.011 -0.349 -0.137
C -0.9289 -0.7169 -1.0903 0.576 2.438 1.861
C -0.2615 0.6616 -0.0322 -1.179 -2.383 -1.223
N 1.0884 0.7669 -0.5923 0.214 -0.063 -0.027
B -0.2495 0.1810 1.4983 -0.341 0.920 -0.604
N -0.8804 0.9305 2.4813 -0.232 0.035 0.318
O 0.4806 -0.9370 1.7196 0.448 -0.639 -0.339
H 0.5474 -2.1146 -1.3314 0.007 -0.030 -0.122
H 0.1334 -1.3423 -2.7457 0.029 -0.064 0.059
H -1.6204 -0.2379 -1.7721 -0.011 -0.113 -0.097
H -1.4314 -1.3856 -0.4091 -0.023 -0.229 -0.034
H -0.8720 1.5204 -0.2727 0.077 0.195 0.008
H 1.0594 -0.1628 -1.3057 0.250 0.328 0.074
H 1.2715 1.6319 -1.0962 0.046 -0.104 0.105
H 1.8043 0.6065 0.1125 0.100 0.145 -0.105
H -1.4070 1.7668 2.3064 -0.020 0.067 -0.111
H -0.8867 0.6784 3.4558 -0.020 -0.040 0.055
H 0.4986 -1.2675 2.6162 0.091 -0.115 0.318
```
Forces are in eV/Å.


Here is a 2-piece molecular cluster, C6H11Cl3N3 overall in a non-equilibrium geometry from OMol25. Energies are from wB97M-V/def2-TZVPD.

HOMO-LUMO gap: 9.42 eV
Highest occupied orbital energy: -12.886 eV
Maximum force: 3.7 eV Å⁻¹
LUMO level: -3.4664 eV
Relative energy (zero: lowest compared OMol25 entry of this formula, charge and spin): 0.000 eV
Molar mass: 231.5 Da
Total charge: +1

The geometry in XYZ format:
```
23
Properties=species:S:1:pos:R:3:forces:R:3
C -0.2871 -2.1412 0.2623 1.011 0.787 -0.224
C 1.1115 -1.7720 -0.2694 -0.324 2.384 1.657
C -0.3629 1.8026 -1.8777 -1.308 -0.885 0.661
C -1.1664 0.5242 -1.9756 2.798 -0.345 -0.795
C 0.3642 -0.0422 1.1168 0.463 -1.726 -0.936
C 0.4783 1.1289 2.0789 -1.683 -0.474 0.661
N -0.5300 -1.0453 1.2101 -1.525 2.399 2.388
N 1.3418 -0.3960 0.3207 0.543 -0.061 -0.615
N -0.9964 1.0929 -0.6907 1.087 1.433 1.071
Cl 0.9677 0.3803 3.5898 0.314 -0.271 0.524
Cl 1.6038 2.3641 1.6731 0.047 0.219 -0.645
Cl -1.2091 1.7605 2.3534 0.682 0.076 -0.157
H -0.9387 -2.0964 -0.5959 -0.776 -0.331 0.218
H -0.1916 -3.1015 0.7510 -0.686 -0.145 0.060
H 1.8628 -2.3042 0.2416 1.010 -1.429 -0.335
H 1.1683 -1.6313 -1.3220 0.315 -0.693 -0.776
H 0.7005 1.7367 -2.0929 -0.055 -0.015 0.622
H -0.8135 2.7555 -2.0610 -0.266 0.224 -0.417
H -1.9964 0.3194 -2.6259 -0.648 0.326 0.371
H -0.3377 -0.2299 -1.9909 -1.371 -0.139 -0.695
H -1.3659 -0.7966 1.8495 1.546 -1.287 -1.836
H 2.2706 0.0271 0.2408 -0.847 0.146 0.210
H -1.6738 1.6645 -0.1857 -0.328 -0.195 -1.012
```
Forces are in eV/Å.


> What is the highest occupied orbital energy in the second record?

-12.886 eV